(1)
This record from the Open Molecules 2025 dataset describes C6H10O in the gas phase. The level of theory is ωB97M-V with the def2-TZVPD basis set.

```
17
Properties=species:S:1:pos:R:3
C -0.3129 -1.5482 -1.6396
C -0.1497 -0.3940 -0.7028
C 0.2827 0.8396 -0.9726
C 0.4960 1.6325 0.3016
C 0.7212 0.4705 1.2897
C -0.3402 -0.5181 0.8044
O -1.6502 -0.0614 1.1499
H -1.3610 -1.7752 -1.8601
H 0.1216 -2.4511 -1.1917
H 0.2092 -1.3595 -2.5828
H 0.5055 1.2240 -1.9653
H -0.4182 2.1797 0.5675
H 1.3138 2.3559 0.2418
H 1.7106 0.0381 1.0946
H 0.6559 0.6940 2.3627
H -0.2026 -1.5427 1.1785
H -1.6002 0.2774 2.0528
```

SMILES string: CC1=CCC[C@H]1O
Kohn-Sham gap (eV): 9.99
Strongest force on any atom (Eh/bohr): 0.0076
Energy relative to the best compared isomer or geometry (same formula, charge and spin) (kcal/mol): 7.61

***

(2)
This record from the Open Molecules 2025 dataset describes C6H10O in the gas phase. The level of theory is ωB97M-V with the def2-TZVPD basis set.

```
17
Properties=species:S:1:pos:R:3
C 2.4667 0.1027 0.1595
C 0.9735 0.2910 0.2543
C 0.1083 -0.7376 0.2971
C -1.4023 -0.6566 0.2018
C -1.8651 -0.3640 -1.2298
C 0.5230 1.6930 0.1065
O -0.1766 2.0903 1.1428
H 2.9864 0.6206 0.9749
H 2.8432 0.5225 -0.7796
H 2.7253 -0.9590 0.2033
H 0.5324 -1.7430 0.2540
H -1.8166 0.1124 0.8616
H -1.8253 -1.6084 0.5397
H -2.9590 -0.3512 -1.2994
H -1.4903 0.6126 -1.5537
H -1.4759 -1.1154 -1.9239
H -0.2532 1.3913 1.8312
```

Kohn-Sham gap (eV): 9.06
Strongest force on any atom (Eh/bohr): 0.0073
Energy relative to the best compared isomer or geometry (same formula, charge and spin) (kcal/mol): 62.36

***

(3)
This record from the Open Molecules 2025 dataset describes C6H10O in the gas phase. The level of theory is ωB97M-V with the def2-TZVPD basis set.

```
17
Properties=species:S:1:pos:R:3
C 2.2187 0.0506 -0.0595
C 0.7403 -0.1621 0.0127
C 0.0403 -1.1329 0.6050
C -1.4482 -1.0112 0.3644
C -1.5411 0.1580 -0.6400
C -0.2002 0.8962 -0.5189
O -0.2233 1.9861 0.4029
H 2.4840 1.0681 0.2531
H 2.5449 -0.0564 -1.1019
H 2.7757 -0.6636 0.5532
H 0.4756 -1.9362 1.1959
H -2.0100 -0.8185 1.2886
H -1.8520 -1.9385 -0.0586
H -1.6409 -0.2350 -1.6595
H -2.3796 0.8355 -0.4566
H 0.1200 1.3381 -1.4695
H -0.1043 1.6219 1.2888
```

SMILES string: CC1=CCC[C@H]1O
Kohn-Sham gap (eV): 10.23
Strongest force on any atom (Eh/bohr): 0.0054
Energy relative to the best compared isomer or geometry (same formula, charge and spin) (kcal/mol): 1.06

***

(4)
This record from the Open Molecules 2025 dataset describes C6H10O in the gas phase at a distorted geometry. The level of theory is ωB97M-V with the def2-TZVPD basis set.

```
17
Properties=species:S:1:pos:R:3
C 0.8427 -0.6241 0.4259
C 1.2638 -0.9518 -1.0052
C -0.1960 2.3148 -0.0142
C -1.5921 -1.1461 0.7998
C -1.0318 1.1299 0.3057
O -1.2351 -2.3806 0.4047
C -0.6224 -0.1374 0.4463
H -1.9383 -3.0083 0.6255
H 0.9553 -1.5289 1.0436
H 1.4836 0.1557 0.8550
H -2.0817 1.3225 0.4952
H 0.6355 -1.7338 -1.4184
H 2.3004 -1.2867 -1.0327
H 1.1710 -0.0781 -1.6444
H -0.6679 2.9321 -0.7833
H -0.0823 2.9510 0.8692
H 0.7952 2.0698 -0.3728
```

Kohn-Sham gap (eV): 8.40
Strongest force on any atom (Eh/bohr): 0.0415
Energy relative to the best compared isomer or geometry (same formula, charge and spin) (kcal/mol): 58.38

***

(5)
This record from the Open Molecules 2025 dataset describes C6H10O2 in the gas phase at a distorted geometry. The level of theory is ωB97M-V with the def2-TZVPD basis set.

```
18
Properties=species:S:1:pos:R:3
C 1.1099 -0.5394 0.4611
C 0.0348 -1.5347 -0.0523
C -1.4939 -1.1871 0.1759
C -1.8817 0.2864 -0.2581
C -0.5133 0.9648 -0.4947
C 0.3074 0.7047 0.6115
H 2.6882 0.3105 -0.2793
H 1.5450 -0.9019 1.3993
H 0.1562 -1.5088 -1.1420
H 0.2323 -2.4925 0.3532
H -1.7728 -1.3974 1.1962
H -2.0395 -1.9055 -0.4824
H -2.5211 0.3536 -1.1688
H -2.3967 0.8779 0.5319
H -0.0987 0.6492 -1.4136
H -0.0737 0.7341 1.6782
O 2.1320 -0.4421 -0.5355
O 0.2307 2.0812 0.1190
```

SMILES string: O[C@@H]1CCC[C@H]2O[C@H]12
Kohn-Sham gap (eV): 10.68
Strongest force on any atom (Eh/bohr): 0.0643
Energy relative to the best compared isomer or geometry (same formula, charge and spin) (kcal/mol): 74.81

***

(6)
This record from the Open Molecules 2025 dataset describes 3 unconnected molecules or ions with the total composition C6H10O2 at a distorted geometry. The level of theory is ωB97M-V with the def2-TZVPD basis set.

```
18
Properties=species:S:1:pos:R:3
C 0.0739 1.8953 0.3319
C 0.1467 0.6541 0.9610
C 0.9028 -0.3531 0.4428
C 1.6046 -0.2135 -0.7677
C 1.5218 1.0643 -1.3868
C 0.7979 2.1375 -0.8966
H -0.5721 2.6193 0.7764
H -0.3976 0.4253 2.0133
H 0.8315 -1.3762 0.8709
H 2.2715 -0.9781 -1.1454
H 2.2456 1.2782 -2.2051
H 0.8013 3.1373 -1.3342
H -2.5719 -1.2757 -0.6330
H -1.1096 -1.0780 -1.2264
O -1.7754 -1.7633 -1.0019
H -1.4831 -1.8565 1.0043
H -1.2369 -2.5406 2.3437
O -1.8578 -1.9195 1.9304
```

SMILES string: c1ccccc1.O.O
Kohn-Sham gap (eV): 10.34
Strongest force on any atom (Eh/bohr): 0.0639
Energy relative to the best compared isomer or geometry (same formula, charge and spin) (kcal/mol): 12.98

***

(7)
This record from the Open Molecules 2025 dataset describes C6H10O2 in the gas phase at a distorted geometry. The level of theory is ωB97M-V with the def2-TZVPD basis set.

```
18
Properties=species:S:1:pos:R:3
C 0.4210 -1.6822 0.6714
C 0.6570 0.8317 -1.2476
C -1.6924 1.3585 -0.4223
C -0.5012 0.4482 -0.3662
C 0.9591 -0.5268 1.7410
C -0.6426 -0.7453 0.2684
O 1.3850 -2.1042 -0.2343
O 0.4818 -0.2446 2.8036
H 1.7097 -1.3795 -0.7804
H 0.0387 -2.5386 1.2222
H 1.9845 -0.2977 1.4211
H -1.5628 -0.9067 0.8149
H 1.4742 1.2306 -0.6441
H 0.3853 1.6170 -1.9738
H 1.0606 0.0292 -1.8782
H -1.5308 2.3260 0.0432
H -2.6434 1.0021 0.0057
H -1.9839 1.5824 -1.4445
```

SMILES string: CC(C)=C[C@@H](O)C=O
Kohn-Sham gap (eV): 9.26
Strongest force on any atom (Eh/bohr): 0.0699
Energy relative to the best compared isomer or geometry (same formula, charge and spin) (kcal/mol): 51.13

***

(8)
This record from the Open Molecules 2025 dataset describes C6H10O2 in the gas phase at a distorted geometry. The level of theory is ωB97M-V with the def2-TZVPD basis set.

```
18
Properties=species:S:1:pos:R:3
C -0.9130 -1.0155 0.1930
C 0.5387 -1.6189 -0.1238
C 0.2148 1.9498 -0.6555
C 0.3833 0.4764 -0.8103
C 1.1802 -2.3263 1.0235
C -1.0509 2.6101 -0.0522
O 1.3143 -0.4847 -0.5789
O 0.0211 1.1408 -1.9379
H -1.8158 -1.2750 -0.3896
H -1.1433 -0.8096 1.1168
H 0.4160 -2.2518 -0.9601
H 1.0416 2.6959 -0.7002
H 1.2436 -1.7863 1.9171
H 2.2024 -2.7529 0.7495
H 0.4821 -3.0793 1.2836
H -1.5359 3.1498 -0.9428
H -0.7507 3.4154 0.5986
H -1.8285 1.9619 0.2690
```

Kohn-Sham gap (eV): 8.98
Strongest force on any atom (Eh/bohr): 0.1568
Energy relative to the best compared isomer or geometry (same formula, charge and spin) (kcal/mol): 118.63

***

(9)
This record from the Open Molecules 2025 dataset describes a molecular structure, C6H10O2 at a distorted geometry. The level of theory is ωB97M-V with the def2-TZVPD basis set.

```
18
Properties=species:S:1:pos:R:3
C 1.9367 -1.2480 0.4546
C 1.0965 -0.4855 -0.6078
C 0.2392 1.6945 0.0496
C -0.9781 0.7496 0.3274
C -2.2924 -0.0178 0.1010
C -0.4670 -0.3586 -0.6050
H 2.9361 -0.6985 0.9042
H 1.1613 -1.2643 1.4548
H 2.2876 -2.3054 0.0473
H 1.1746 -0.7243 -1.6627
H -0.2133 2.5706 -0.5294
H 0.5268 2.2675 0.8392
H -0.9185 0.3805 1.3419
H -2.8637 0.1572 -0.8855
H -2.8318 -0.3272 1.0741
H -0.5338 -0.1950 -1.6630
O 1.3635 1.0305 -0.4130
O -1.6236 -1.2256 -0.2275
```

Kohn-Sham gap (eV): 10.49
Strongest force on any atom (Eh/bohr): 0.0997
Energy relative to the best compared isomer or geometry (same formula, charge and spin) (kcal/mol): 140.86

***

(10)
This record from the Open Molecules 2025 dataset describes C6H10O2 in the gas phase at a distorted geometry. The level of theory is ωB97M-V with the def2-TZVPD basis set.

```
18
Properties=species:S:1:pos:R:3
C 0.9855 -1.2064 -0.0655
C -0.3366 -1.3560 0.0626
C 1.3311 0.3061 -0.3789
C -1.1169 -0.0499 -0.0261
C 1.9069 0.9535 0.8045
C -2.3267 -0.0812 -0.9609
O 0.1415 0.8281 -0.8406
O -1.3457 0.6038 1.1801
H 1.7733 -1.8741 0.2092
H -0.8533 -2.2585 0.1381
H 2.0342 0.2102 -1.2259
H 2.7838 0.3735 1.0197
H 1.2101 0.8224 1.6643
H 1.9498 2.0581 0.4434
H -3.0414 0.5220 -0.3546
H -2.5140 -1.1484 -1.1941
H -2.1254 0.3816 -1.9250
H -0.4563 0.9151 1.4497
```

SMILES string: C[C@H]1C=C[C@@](C)(O)O1
Kohn-Sham gap (eV): 10.68
Strongest force on any atom (Eh/bohr): 0.0826
Energy relative to the best compared isomer or geometry (same formula, charge and spin) (kcal/mol): 56.12